# C4H9N2O

An isolated ion of composition C4H9N2O and charge +1 at a distorted geometry (ωB97M-V/def2-TZVPD, the Open Molecules 2025 dataset).

ORCA input file:
```
! wB97M-V def2-TZVPD RIJCOSX def2/J DEFGRID3
* xyz 1 1
C 0.03344 -1.01648 1.26348
C -0.04053 0.14158 0.35376
C 1.19282 1.11478 0.24464
N -0.13862 -0.42603 -1.31388
C -1.26021 0.16449 -1.78084
N -2.02616 0.54392 -0.82296
O -1.35363 0.69263 0.43343
H -0.81935 -1.65972 0.79309
H -0.31506 -0.81625 2.36179
H 1.00911 -1.51774 1.32866
H 1.21493 1.88097 -0.66183
H 1.98588 0.46575 0.17433
H 1.30353 1.57039 1.19900
H 0.67982 -0.71123 -1.90917
H -1.54878 -0.03607 -2.79271
H -2.98592 0.94763 -0.92604
*
```

## Properties
Lowest unoccupied orbital energy in eV: -3.9
E_tot in hartree: -342.2011
Largest force on an atom in eV Å⁻¹: 4.626
Relative energy (zero: lowest compared OMol25 entry of this formula, charge and spin) in kcal/mol: 97.99
E_HOMO in eV: -14.4
Gap between HOMO and LUMO in hartree: 0.388

Computed natural (NBO) charges, given in elementary charges: -0.704 0.510 -0.653 -0.593 0.314 -0.231 -0.337 0.250 0.284 0.259 0.246 0.229 0.249 0.450 0.265 0.464